Record 1
13
Properties=species:S:1:pos:R:3:forces:R:3:lowdin_spin:R:1 method="wB97M-V/def2-TZVPD" total_charge=+1 multiplicity=2 gap_ev="10.644 / 5.094" s2=0.767
C -1.0795 -0.6248 -0.5049 -2.17 -3.19 -1.89 0.1205
C -0.1388 -0.1607 0.2896 1.51 0.16 1.75 0.0894
N 0.0417 1.1913 0.5466 -0.53 -0.79 -0.41 0.1891
N -1.2598 -2.0277 -0.7340 -0.48 3.21 0.59 0.1613
H -1.7835 0.0560 -0.9958 0.15 -0.45 0.01 0.0021
H 0.4980 -0.8409 0.8327 0.18 0.04 0.15 0.0015
H 1.2599 1.4573 0.0499 1.08 0.58 -0.53 0.0118
H -0.6100 1.7297 -0.0196 0.07 0.61 0.47 0.0013
H 0.1232 1.4416 1.5275 -0.10 0.27 -0.06 0.0025
H -0.7166 -2.6083 -0.1210 0.20 -0.32 0.08 0.0029
H -2.2428 -2.3099 -0.7790 0.55 0.05 -0.34 0.0048
S 2.6830 1.8415 -0.4300 -0.30 -0.57 0.41 0.3962
H 3.2253 0.8548 0.3381 -0.14 0.39 -0.25 0.0165

---

Record 2
13
Properties=species:S:1:pos:R:3:forces:R:3:lowdin_spin:R:1 method="wB97M-V/def2-TZVPD" total_charge=+1 multiplicity=2 gap_ev="9.036 / 7.023" s2=0.753
C 2.3247 -1.4159 -0.1783 0.73 -0.68 0.06 0.1150
S 1.6717 0.2219 -0.1814 -0.25 0.22 -0.05 0.8394
H 3.3924 -1.4142 -0.4030 -0.14 0.01 -0.06 -0.0016
H 2.2026 -1.8767 0.8009 -0.08 0.15 0.28 0.0249
H 1.8252 -2.1174 -0.8493 -0.20 0.32 -0.22 0.0212
N -2.3041 1.2277 -0.5407 0.57 -0.12 -0.04 0.0005
C -1.6049 0.6291 0.3941 -0.60 -0.17 -0.33 0.0017
N -1.8150 -0.6239 0.7015 0.28 0.11 0.84 -0.0016
H -2.7426 0.6259 -1.2230 -0.43 0.39 -0.11 0.0000
H -2.1307 2.1975 -0.7694 -0.02 -0.18 -0.09 0.0000
H -0.8532 1.1580 0.9375 0.27 0.37 0.22 0.0007
H -1.3067 -0.9866 1.5006 -0.12 -0.17 -0.31 0.0000
H -2.6638 -1.0925 0.4318 0.00 -0.24 -0.18 0.0000

---

Number 1: molecular weight 92.17 g/mol, electronic energy -16009.8489 eV. Number 2: molecular weight 92.17 g/mol, electronic energy -16011.6187 eV.